A molecular structure, C30H40Cl2HfN5OP3 in a non-equilibrium geometry. Source: the Open Molecules 2025 dataset; level of theory: ωB97M-V/def2-TZVPD.

Summary:
Spin multiplicity ... 1
LUMO level ... -5.350 eV
Net charge ... +2
Maximum force ... 5.90 eV Å⁻¹
DFT total energy ... -3508.15113 a.u.
Energy above the lowest of the compared OMol25 structures with the same formula, charge and spin ... 0.00 kcal per mole
HOMO-LUMO gap ... 7.6 eV

Each line ends with the Mulliken charge.
Geometry (Å):
P  1.353  1.157  -1.444  1.657
C  3.096  1.364  -1.830  0.658
C  3.676  0.794  -2.982  0.014
H  3.094  0.125  -3.615  0.379
C  5.000  1.087  -3.314  -0.743
H  5.439  0.647  -4.211  0.439
C  5.757  1.943  -2.507  -0.494
H  6.786  2.180  -2.777  0.419
C  5.189  2.494  -1.353  -0.739
H  5.777  3.158  -0.717  0.414
C  3.870  2.204  -1.006  -0.758
H  3.424  2.618  -0.103  0.398
C  0.752  -0.221  -2.448  0.041
C  1.340  -1.486  -2.267  -0.369
H  2.214  -1.594  -1.621  0.690
C  0.804  -2.608  -2.899  -0.863
H  1.236  -3.593  -2.707  0.458
C  -0.267  -2.466  -3.785  -0.692
H  -0.668  -3.341  -4.301  0.464
C  -0.810  -1.202  -4.023  -0.824
H  -1.629  -1.082  -4.734  0.464
C  -0.314  -0.081  -3.355  -0.518
H  -0.741  0.903  -3.559  0.428
C  0.454  2.643  -1.903  0.373
C  0.794  3.327  -3.087  -0.587
H  1.602  2.954  -3.718  0.491
C  0.098  4.480  -3.450  -0.687
H  0.354  4.993  -4.379  0.425
C  -0.917  4.977  -2.627  -0.631
H  -1.457  5.882  -2.910  0.424
C  -1.240  4.317  -1.436  -0.925
H  -2.019  4.704  -0.777  0.455
C  -0.565  3.148  -1.076  -0.169
H  -0.812  2.625  -0.150  0.416
Hf  0.432  0.161  2.669  0.238
C  -1.704  -1.039  2.373  -0.637
C  -2.114  -1.305  1.139  -0.086
H  -2.262  -1.353  3.273  0.160
C  -1.247  -0.782  -0.005  1.062
O  -2.019  0.301  -0.573  -0.813
H  -1.510  0.765  -1.263  0.200
C  0.019  -0.336  0.599  0.607
H  -1.051  -1.543  -0.778  -0.466
C  0.906  0.625  0.503  0.188
Cl  -0.043  -0.807  4.829  -0.417
Cl  2.611  0.918  3.327  -0.413
P  1.607  -2.355  2.469  1.159
C  2.447  -2.926  3.988  -1.281
H  1.705  -3.289  4.708  0.382
H  2.985  -2.084  4.437  0.338
H  3.153  -3.728  3.736  0.475
C  0.579  -3.808  2.074  -1.207
H  0.112  -3.675  1.090  0.155
H  -0.217  -3.897  2.825  0.305
H  1.190  -4.722  2.071  0.491
C  2.946  -2.481  1.243  -1.204
H  3.515  -1.542  1.243  0.299
H  2.528  -2.649  0.243  0.119
H  3.609  -3.313  1.517  0.570
P  -3.654  -2.113  0.582  1.408
C  -4.267  -3.191  1.861  -1.233
C  -3.205  -3.041  -0.893  -1.144
H  -4.371  -2.633  2.801  0.419
H  -3.578  -4.035  2.005  0.381
H  -5.249  -3.571  1.542  0.438
H  -2.878  -2.365  -1.694  0.254
H  -4.081  -3.605  -1.237  0.502
H  -2.392  -3.741  -0.657  0.359
C  -4.804  -0.807  0.161  -1.312
H  -4.962  -0.174  1.043  0.401
H  -5.755  -1.251  -0.158  0.479
H  -4.365  -0.199  -0.640  0.352
H  1.823  0.793  1.120  -0.043
N  -3.337  3.104  4.722  -0.582
N  -2.148  2.978  4.023  0.932
N  -1.712  3.990  3.238  -0.819
C  -0.746  3.376  2.562  -0.298
N  -0.622  2.067  2.872  -0.146
N  -1.616  1.796  3.773  -0.335
H  -3.338  2.479  5.513  0.293
H  -3.473  4.082  4.962  0.316
H  -0.118  3.877  1.834  0.651


A single C12H21N3O3S3 molecule in a non-equilibrium geometry. Source: the Open Molecules 2025 dataset; level of theory: ωB97M-V/def2-TZVPD.

Summary:
Spin multiplicity ... 1
LUMO level ... 0.630 eV
Net charge ... 0
Maximum force ... 2.38 eV Å⁻¹
DFT total energy ... -2054.39312 a.u.
HOMO-LUMO gap ... 9.4 eV

Each line ends with the natural charge from an NBO analysis.
Geometry (Å):
C  2.415  0.928  5.622  -0.736
S  1.317  1.182  4.187  0.182
C  0.515  -0.461  4.046  -0.612
C  -0.688  -0.508  3.123  0.675
O  -1.792  -0.757  3.605  -0.610
N  -0.612  -0.354  1.746  -0.450
C  0.671  -0.142  1.060  -0.042
N  0.523  0.521  -0.236  -0.449
C  1.500  0.469  -1.204  0.679
O  2.579  0.084  -0.859  -0.603
C  1.355  1.073  -2.631  -0.617
S  1.571  2.918  -2.604  0.163
C  1.341  3.395  -4.377  -0.726
C  -0.750  1.143  -0.534  -0.053
N  -1.725  0.052  -0.389  -0.459
C  -2.252  -0.590  -1.492  0.682
O  -2.062  -0.127  -2.613  -0.637
C  -2.995  -1.944  -1.399  -0.615
S  -1.906  -3.439  -1.351  0.170
C  -0.646  -3.244  -2.681  -0.723
C  -1.854  -0.533  0.945  -0.032
H  2.939  -0.009  5.532  0.219
H  3.098  1.772  5.777  0.243
H  1.792  0.915  6.535  0.216
H  0.235  -0.752  5.056  0.252
H  1.218  -1.192  3.708  0.225
H  1.136  -1.119  0.867  0.201
H  1.382  0.438  1.657  0.228
H  2.145  0.660  -3.286  0.248
H  0.374  0.839  -3.060  0.239
H  0.535  2.772  -4.812  0.223
H  2.265  3.195  -4.928  0.215
H  1.123  4.471  -4.433  0.237
H  -0.784  1.630  -1.517  0.264
H  -0.942  1.918  0.168  0.202
H  -3.593  -2.069  -2.325  0.255
H  -3.594  -1.933  -0.487  0.240
H  0.136  -3.964  -2.603  0.236
H  -1.069  -3.412  -3.664  0.218
H  -0.234  -2.242  -2.575  0.223
H  -2.627  0.000  1.496  0.216
H  -2.043  -1.587  0.929  0.215